The following is a quantum chemistry calculation of a structure of composition C40H45IrN9OPS in a non-equilibrium geometry, from the OMol25 dataset.

Properties
orbital gap (spin up / spin down) = 6.61 / 6.28 eV
ΔE to the lowest compared entry with this formula, charge and spin = 16.1 kcal/mol
HOMO energy (spin up / spin down) = -10.42 / -10.39 eV
charge = +1
E_LUMO (spin up / spin down) = -0.140 / -0.151 hartree
2S+1 = 2

CARTESIAN COORDINATES (ANGSTROEM)
Ir  -0.45700  -0.06840  -0.12942
C  -2.91959  -3.58720  0.53569
C  -2.36923  -2.32645  0.72923
N  -1.72505  -1.71910  -0.26223
C  -1.68347  -2.33015  -1.46847
C  -2.20266  -3.60363  -1.61331
N  -2.80710  -4.23742  -0.61379
C  -1.05189  -1.52983  -2.54221
C  -0.89888  -1.87877  -3.86922
C  -0.20000  -1.02994  -4.73200
C  0.33583  0.14747  -4.19974
C  0.11512  0.45974  -2.87428
N  -0.60180  -0.35802  -2.09619
C  0.59740  1.64543  -2.13569
C  1.19118  2.76177  -2.69719
N  1.54078  3.82107  -1.97730
C  1.26610  3.78238  -0.67953
C  0.67794  2.68214  -0.07404
N  0.37533  1.60773  -0.80072
C  -0.02743  -1.36890  -6.17426
C  -0.40099  -2.60865  -6.68216
C  -0.23742  -2.86419  -8.03458
N  0.26152  -1.98746  -8.90071
C  0.62281  -0.80575  -8.41114
C  0.50039  -0.45134  -7.07661
H  -3.44751  -4.08270  1.34043
H  -2.44613  -1.79091  1.66460
H  -2.12515  -4.13215  -2.55477
H  -1.30867  -2.81349  -4.21787
H  0.94308  0.80468  -4.80254
H  1.38066  2.80897  -3.76220
H  1.52632  4.65194  -0.08930
H  0.43568  2.64060  0.97525
H  -0.80045  -3.39320  -6.05676
H  -0.52244  -3.82799  -8.43992
H  1.03158  -0.09742  -9.12235
H  0.81147  0.53908  -6.77851
S  -4.34968  2.37361  0.70637
C  -3.61272  1.75983  2.09574
C  -2.46597  1.10097  1.78379
C  -2.13753  1.06436  0.38664
C  -3.10273  1.75663  -0.33101
C  -3.27647  2.10731  -1.76560
C  -4.48879  2.63651  -2.23036
C  -4.62309  2.98050  -3.55801
C  -3.54683  2.79963  -4.41547
C  -2.38717  2.28743  -3.87224
N  -2.24147  1.95146  -2.58867
H  -4.05352  1.90799  3.06894
H  -1.85161  0.62618  2.52664
H  -5.32927  2.77210  -1.56549
H  -5.55821  3.38604  -3.92125
H  -3.60326  3.05436  -5.46416
H  -1.51426  2.13973  -4.50108
O  2.53159  -2.59774  -2.06940
C  1.85046  -1.97582  -1.32032
N  1.18661  -1.35624  -0.55476
C  -0.82788  -0.90921  4.70579
C  0.45944  -1.42105  4.04118
C  1.38419  -1.93223  5.15491
C  0.07003  -2.60615  3.13766
P  1.23397  -0.07008  2.97618
N  0.25367  0.13544  1.71558
C  2.98961  -0.55154  2.48929
C  4.05042  -0.32977  3.57752
C  3.01307  -2.04731  2.13549
C  3.39475  0.25401  1.23408
C  1.30782  1.54951  3.94312
C  2.26240  2.52628  3.23513
C  -0.06691  2.23316  3.94862
C  1.78072  1.38190  5.39338
H  -1.20047  -1.71028  5.34794
H  -1.60782  -0.68404  3.97767
H  -0.67266  -0.04039  5.33777
H  0.84474  -2.71946  5.68727
H  1.63696  -1.16323  5.88176
H  2.30278  -2.37268  4.77984
H  -0.76321  -3.13578  3.60650
H  0.88129  -3.31702  3.01146
H  -0.23715  -2.27556  2.14978
H  3.82125  -0.82730  4.51720
H  4.23650  0.72161  3.78297
H  4.98784  -0.75354  3.20907
H  2.93108  -2.68036  3.01534
H  3.98143  -2.26121  1.67782
H  2.24171  -2.31248  1.42171
H  3.87172  1.19544  1.49493
H  2.55634  0.44713  0.56644
H  4.11539  -0.33656  0.66609
H  2.06751  2.59780  2.16660
H  3.30930  2.27358  3.37218
H  2.10927  3.51622  3.67047
H  -0.44046  2.40167  2.94177
H  0.04671  3.20245  4.43948
H  -0.83100  1.68323  4.49113
H  2.72644  0.85137  5.47738
H  1.04426  0.87480  6.01438
H  1.92852  2.37685  5.82061